Record 1
{"formula": "C28H24N8NaO4Se", "method": "ωB97M-V with the def2-TZVPD basis set", "symbols": ["H", "H", "C", "H", "C", "N", "N", "H", "H", "C", "C", "N", "C", "O", "C", "H", "C", "H", "C", "C", "H", "C", "N", "H", "H", "N", "C", "H", "H", "H", "H", "O", "C", "H", "H", "C", "C", "H", "C", "H", "C", "C", "H", "N", "C", "H", "H", "H", "C", "C", "Se", "C", "O", "O", "C", "C", "N", "H", "N", "Na", "C", "C", "C", "H", "C", "C"], "coordinates": [[-0.4029, -2.8721, -1.0773], [3.0145, -2.3372, -3.5317], [0.0014, 3.8057, -3.5267], [0.4183, 4.5127, -4.2330], [0.2322, -4.7628, -0.2591], [1.1465, -5.1523, 3.2372], [2.2868, 0.1932, 1.2430], [3.8432, 0.1975, -2.7044], [6.6369, -2.7807, -1.6932], [-2.8111, 0.5756, -0.8347], [-1.3504, 3.4772, -3.5928], [0.5615, -2.6321, 3.1558], [-1.8852, 2.5867, -2.6937], [3.1024, 1.7743, -1.7963], [4.3711, -0.7024, -3.0278], [3.9172, -2.7272, -0.5869], [5.0650, 0.0999, 1.3536], [2.2737, -1.0286, 2.8700], [0.2985, 2.2804, -1.6567], [2.9128, -0.5113, 2.1671], [4.5306, -0.6431, -4.1062], [-3.7483, -2.3229, 2.1018], [4.6259, -2.9592, -2.2456], [-4.9538, -0.9227, -0.7189], [-3.9522, -3.0627, 2.8627], [-1.5595, 1.0334, -0.8201], [-2.5890, -1.5619, 2.1486], [6.4989, -0.2838, -2.7194], [-1.8804, -1.6899, 2.9560], [4.5193, -3.8749, -2.6621], [-1.9827, 3.9223, -4.3510], [-3.7538, 0.8526, -1.5934], [-1.1004, 1.9473, -1.7109], [6.1480, 0.0637, 1.3967], [-2.9351, 2.3524, -2.7409], [4.2950, -0.6209, 2.2550], [0.7976, 3.2308, -2.5676], [-5.5672, -2.6541, 0.9960], [-4.6366, -2.1024, 1.0589], [0.1330, -5.2883, -1.1988], [2.6300, -1.7652, -1.5137], [3.6084, -1.9938, -2.6798], [1.8450, 3.4844, -2.5226], [1.0584, 1.6798, -0.7085], [5.6999, -0.8912, -2.3008], [0.8513, -6.4959, 0.8830], [5.5787, -0.6465, -1.2465], [4.7488, -1.2471, 3.0103], [-3.1003, -0.4538, 0.2312], [3.0176, 0.8429, 0.3468], [1.1116, -3.7790, 4.3814], [5.9510, -2.3872, -2.4484], [3.0646, -2.2727, -0.3666], [1.5739, -1.2159, -1.6380], [0.6419, -5.4354, 0.8714], [2.3631, 1.5226, -0.8228], [-2.2664, -0.6530, 1.2449], [4.9488, 1.4322, -0.3425], [0.0402, -2.6567, 0.8875], [0.0877, -0.1276, 0.2890], [4.4157, 0.8469, 0.3936], [0.4432, -3.2763, 1.9982], [-0.0611, -3.3947, -0.1963], [6.3637, -2.6119, -3.4437], [0.7623, -4.6886, 2.0506], [-4.3070, -1.1532, 0.1144]], "nbo_charge": [0.2234, 0.2178, -0.2611, 0.1813, -0.2473, -0.6409, -0.4482, 0.3137, 0.1890, 0.5696, -0.2573, -0.6236, -0.2803, -0.7643, -0.4380, 0.5087, -0.1815, 0.1941, 0.1191, 0.0439, 0.1969, -0.2926, -0.6631, 0.2468, 0.2016, -0.7044, 0.0296, 0.2160, 0.1885, 0.3771, 0.1822, -0.7303, 0.2028, 0.2006, 0.2415, -0.2915, -0.2468, 0.2005, -0.1891, 0.2231, 0.7941, -0.1754, 0.2214, -0.6612, -0.4189, 0.2237, 0.2181, 0.2028, 0.1480, 0.1624, 0.9654, -0.2168, -0.6974, -0.5923, -0.1772, 0.5665, -0.4355, 0.2442, -0.4108, 0.8754, -0.2548, 0.2520, 0.0978, 0.1650, 0.1282, -0.2320], "charge": -1, "homo_lumo_gap_ha": 0.1182}



Record 2
{"formula": "C28H25AuCl5NO", "method": "ωB97M-V with the def2-TZVPD basis set", "symbols": ["H", "C", "C", "H", "O", "H", "C", "C", "C", "Au", "H", "C", "H", "C", "C", "C", "C", "H", "H", "C", "C", "C", "H", "H", "Cl", "Cl", "C", "C", "H", "H", "H", "H", "C", "H", "C", "H", "C", "C", "H", "H", "C", "C", "Cl", "H", "C", "H", "N", "H", "C", "H", "H", "Cl", "C", "C", "H", "C", "Cl", "H", "C", "C", "H"], "coordinates": [[2.1848, 3.0873, -2.3246], [-1.9649, 3.1892, 5.3657], [2.4288, -0.2967, -4.1870], [0.7361, -4.1357, 2.5191], [-2.1308, 0.9667, -0.4489], [2.0170, 1.5824, 2.4064], [2.2647, 2.1033, -2.8017], [-0.1599, -3.5153, 0.5747], [-0.6800, -0.6510, -1.3015], [-0.3556, 0.9165, 1.3877], [-0.1011, 2.6245, -1.7981], [0.0046, -3.5326, 1.9875], [-1.0350, -2.3514, 3.5935], [-0.9320, -2.8696, -2.2157], [3.5181, 1.5676, -3.1062], [2.4988, -1.3227, 0.8374], [-0.6309, 1.3466, 4.4401], [0.2693, -0.2451, -4.2460], [-3.3630, -1.7014, -2.2051], [-0.2122, 2.1550, -2.7881], [2.1015, -0.4861, -0.2126], [-1.4909, 0.5814, -1.4551], [-3.4090, -2.8790, -0.9096], [-1.3045, -2.5005, -3.1789], [-3.4404, 4.8071, 3.7498], [0.4333, 0.0250, 4.7042], [1.1668, 0.2514, -3.8701], [-1.8834, 2.7958, 2.9688], [2.1499, -0.7425, -1.2629], [0.1650, -2.8691, -2.2356], [-2.2470, 1.7237, -2.9386], [-2.2088, -1.0393, 1.5283], [1.9382, 0.7045, 1.7703], [4.5887, -0.0333, -4.0786], [2.4631, -0.5971, 2.0390], [-3.4462, -1.1524, -0.5066], [1.6909, 0.7737, 0.3339], [-1.4728, -1.9878, -1.0937], [1.5841, 1.6893, -0.2315], [-0.3836, 2.9712, -3.5133], [-1.0387, 1.7099, 3.1599], [-2.3785, 3.5211, 4.0558], [-2.5215, 4.1517, 6.6633], [0.3485, -4.1351, -0.1681], [-1.1005, -2.4967, 0.2618], [2.5022, -1.2325, -4.7515], [-1.3796, 1.2584, -2.6779], [2.8593, -2.3392, 0.7259], [-1.0936, 2.0949, 5.5560], [-1.2623, -3.8996, -2.1053], [0.0197, -0.5097, -0.4606], [-2.2985, 3.3079, 1.3887], [-0.8727, -2.5567, 2.5423], [1.0713, 1.4440, -3.1328], [0.0127, -0.7304, -2.1353], [3.6045, 0.3606, -3.8129], [-0.5835, 1.6902, 7.1271], [4.4173, 2.1166, -2.8047], [-1.5289, -1.8928, 1.4720], [-3.0102, -1.8938, -1.1847], [2.8810, -0.9225, 2.9845]], "lowdin_spin": [0.0000, -0.0013, -0.0003, 0.0154, 0.0102, 0.0014, 0.0003, 0.0089, 0.0322, 0.1602, 0.0000, 0.3142, 0.0045, 0.0003, 0.0007, 0.0357, 0.0046, 0.0000, 0.0025, 0.0008, 0.2864, 0.0096, 0.0016, -0.0002, 0.0019, 0.0064, 0.0002, 0.0084, 0.0123, -0.0001, 0.0003, 0.0019, 0.1617, 0.0000, 0.2337, 0.0001, 0.0021, 0.0323, -0.0027, 0.0001, 0.0411, 0.0017, -0.0004, -0.0055, 0.2943, 0.0000, 0.0029, -0.0032, 0.0022, -0.0001, 0.0090, 0.0097, 0.1632, 0.0001, 0.0019, 0.0006, 0.0008, 0.0000, 0.1110, 0.0153, 0.0090], "de_lowest_kcal_mol": 15.2, "homo_lumo_gap_ha": [0.2973, 0.2157], "spin_multiplicity": 3}



Record 3
{"formula": "C28H25ClFeNP", "method": "ωB97M-V with the def2-TZVPD basis set", "symbols": ["H", "C", "H", "H", "H", "C", "H", "H", "C", "H", "H", "C", "C", "C", "C", "H", "C", "C", "Fe", "H", "C", "H", "H", "C", "C", "C", "C", "H", "H", "H", "C", "C", "C", "H", "C", "H", "C", "C", "H", "H", "H", "Cl", "H", "C", "H", "C", "C", "C", "H", "N", "P", "C", "C", "C", "H", "C", "H"], "coordinates": [[2.2931, -0.6521, -6.5253], [1.1476, -1.9712, 4.1738], [0.7714, -2.4139, 5.0886], [-2.6497, 1.9995, 1.7554], [-2.2742, 0.1896, 3.4895], [0.0008, 1.5101, -5.3801], [3.3570, 1.5129, -5.3553], [-2.7763, 4.1228, 3.0014], [-2.6146, -1.2068, 0.3723], [-1.1043, -2.4458, -2.4867], [3.1968, -2.5744, 4.5339], [-4.4638, -1.8145, 1.8100], [2.5033, -2.0567, 3.8655], [-0.6475, 4.3112, 3.2428], [0.6923, -0.6900, 2.1051], [-4.2384, -2.4334, -0.2584], [0.2707, -1.2988, 3.3075], [-1.7372, 2.4833, 2.0972], [0.8342, 0.5005, -2.2443], [0.5647, -1.5790, -4.3296], [-3.8205, -1.8747, 0.5741], [1.3094, 3.1229, -4.5708], [1.5035, 4.1880, 3.3560], [2.1056, -1.4346, -2.6562], [-2.0230, -0.4817, 1.4124], [-1.8043, 3.6835, 2.7927], [0.3179, 0.2865, -6.0313], [-5.4044, -2.3500, 1.9605], [-0.9871, 1.9005, -5.1844], [-2.1146, -1.2254, -0.6030], [-2.6902, -0.4017, 2.6561], [0.6798, 2.5000, 2.3117], [2.2977, 1.3099, -5.4703], [-4.4052, -1.0031, 3.8283], [0.7769, -1.5481, -3.2685], [-0.7804, -1.2796, 3.6222], [-0.5002, 1.8734, 1.8721], [2.0507, -2.1157, -1.3960], [2.4618, -0.2606, 0.9539], [1.6471, 2.0219, 2.1569], [3.9884, -1.4720, 2.4534], [2.2956, 2.0227, -2.3407], [0.3639, -3.0928, -0.2833], [0.5908, 3.7164, 2.9933], [-0.3930, -0.4289, -6.4261], [2.9388, -1.4353, 2.6954], [0.7106, -2.5323, -1.1577], [1.2264, 2.1507, -5.0374], [-0.7039, 5.2453, 3.8076], [-0.0997, 0.5382, -0.5905], [-0.4073, 0.2956, 0.9543], [1.7372, 0.1640, -6.0815], [-0.0828, -2.1454, -2.2849], [-3.9060, -1.0726, 2.8565], [2.9037, -2.4025, -0.7774], [2.0685, -0.7489, 1.8476], [3.0222, -1.2068, -3.2083]], "lowdin_spin": [0.0037, 0.0008, 0.0001, 0.0001, 0.0001, 0.0637, -0.0009, 0.0000, 0.0018, 0.0059, 0.0000, -0.0001, 0.0000, 0.0012, 0.0099, 0.0000, 0.0014, 0.0018, 3.9774, 0.0024, 0.0002, 0.0016, 0.0000, 0.0232, 0.0110, 0.0003, -0.0028, 0.0000, -0.0008, 0.0007, 0.0016, 0.0020, 0.0030, 0.0001, 0.0118, 0.0001, 0.0069, 0.1179, 0.0002, 0.0001, 0.0000, 0.2219, -0.0005, 0.0002, -0.0013, 0.0004, 0.0252, 0.0722, 0.0001, 0.1783, 0.0700, 0.0559, 0.1238, 0.0007, 0.0057, 0.0011, 0.0000], "charge": -1, "de_lowest_kcal_mol": 13.4, "homo_lumo_gap_ha": [0.2064, 0.1753], "spin_multiplicity": 6}



| no. | DFT total energy (eV) |
| --- | --- |
| 1 | -119302.5166 |
| 2 | -99278.5796 |
| 3 | -87128.9915 |